A) ORCA calculation (ωB97M-V/def2-TZVPD) on the ion C5H8N3O with charge +1.

Each line ends with the Mulliken charge.
Atoms and positions in Å:
C 0.4976 1.2189 0.5926  -1.154
C 0.4413 -0.0974 -0.2384  -0.018
N 1.7433 -0.7117 -0.2500  -0.064
C -0.3503 -0.0354 -1.3835  -0.194
N -1.5476 0.5609 -1.2516  -0.451
C -2.3450 0.3187 -0.1842  -0.058
N -1.9536 -0.6098 0.7326  -0.465
C -0.7266 -0.9518 0.9669  0.817
O -0.0210 -1.5417 1.7266  -0.470
H 0.4526 0.8535 1.6869  0.335
H -0.3070 1.8061 0.2243  0.357
H 1.4773 1.6444 0.3366  0.445
H 1.8582 -1.1441 0.6271  0.355
H 2.4664 -0.0020 -0.2959  0.380
H 1.7723 -1.4277 -0.9730  0.362
H -0.1872 -0.5957 -2.2652  0.345
H -3.2707 0.7149 -0.0517  0.476

The value obtained for the lowest unoccupied orbital energy is -5.3 eV. Its HOMO energy is -13.94 eV. The molar mass is 126.1 g mol⁻¹. The structure (SMILES) is C[C@]1([NH3+])C=NC=NC1=O. The calculation puts the orbital gap at 8.6286 eV. As for the charge: +1.

---

B) ORCA calculation (ωB97M-V/def2-TZVPD) on the ion C5H8N3O with charge +1.

Each line ends with the Mulliken charge.
Atoms and positions in Å:
O -2.7605 1.1425 -0.3381  -0.420
C -2.0217 0.4177 0.4552  0.243
C -1.7292 -1.0865 0.1458  -0.520
N -0.6922 -0.0099 -0.1497  -0.083
C 0.8433 -0.1147 0.5892  0.081
N 1.4224 1.1984 0.5392  -0.462
C 2.5295 1.0378 -0.0975  -0.079
C 2.6399 -0.3651 -0.5133  -0.131
N 1.6392 -1.0693 -0.0986  -0.455
H -3.0338 0.6623 -1.0742  0.337
H -2.0169 0.7157 1.5695  0.325
H -1.4773 -1.6850 0.9108  0.266
H -1.9878 -1.7398 -0.6368  0.276
H -0.4837 0.3053 -1.1801  0.372
H 0.6796 -0.5490 1.5421  0.430
H 3.0764 1.9020 -0.5268  0.368
H 3.3728 -0.7624 -1.1366  0.453

The value obtained for the lowest unoccupied orbital energy is -4.9 eV. Its HOMO energy is -15.14 eV. The molar mass is 126.1 g mol⁻¹. The structure (SMILES) is O[C@H]1C[N@@H+]1C1N=CC=N1. The calculation puts the orbital gap at 10.2165 eV. As for the charge: +1.

---

Stability ranking, top and bottom: A) is the most stable and B) is the least stable.

---

A) ORCA calculation (ωB97M-V/def2-TZVPD) on the ion C2H6N3 with charge +1.

Each line ends with the Mulliken charge.
Atoms and positions in Å:
C 1.6345 -0.3690 -0.0698  -0.690
N 0.6244 0.5706 -0.5828  -0.145
N -0.1715 1.0874 0.5752  -0.208
C -0.8340 0.2760 -0.1584  0.564
N -1.8609 -0.4817 -0.2807  -0.262
H 1.7262 -0.0183 0.9895  0.327
H 1.3739 -1.4418 -0.0842  0.284
H 2.5215 -0.1971 -0.5494  0.281
H -0.3012 2.0157 0.9636  0.278
H -1.9339 -1.1924 -0.9554  0.275
H -2.7790 -0.2495 0.1525  0.295

The value obtained for the lowest unoccupied orbital energy is -4.2 eV. Its HOMO energy is -15.41 eV. The molar mass is 72.1 g mol⁻¹. The structure (SMILES) is CN1NC1=[NH2+]. The calculation puts the orbital gap at 11.2363 eV. As for the charge: +1.

---

B) ORCA calculation (ωB97M-V/def2-TZVPD) on the ion C2H6N3 with charge +1.

Each line ends with the Mulliken charge.
Atoms and positions in Å:
C 1.0914 -0.7029 -0.1885  -0.939
C 0.3039 0.3635 0.4968  -0.371
N -0.8501 0.6897 -0.3581  0.029
N -1.9228 0.1765 -0.0804  0.580
N -2.7949 -0.4166 0.3373  -0.270
H 2.2217 -0.6482 0.0795  0.306
H 0.9467 -0.5687 -1.3311  0.305
H 0.8252 -1.6719 0.1057  0.330
H -0.0714 0.1245 1.4668  0.441
H 0.8685 1.2606 0.5056  0.274
H -0.6181 1.3935 -1.0335  0.316

The value obtained for the lowest unoccupied orbital energy is -5.9 eV. Its HOMO energy is -16.88 eV. The molar mass is 72.1 g mol⁻¹. The structure (SMILES) is CCN[N+]#N. The calculation puts the orbital gap at 10.9827 eV. As for the charge: +1.

---

Stability ranking, top and bottom: B) is the most stable and A) is the least stable.